CH4NO3S | wB97M-V/def2-TZVPD

Computed properties:
Energy relative to the best compared isomer or geometry (same formula, charge and spin): 47.76 kcal per mole
Total charge: -1
LUMO energy (alpha / beta): 3.78 / 3.78 eV
HOMO (alpha / beta): -0.1287 / -0.1286 Ha
Energy: -719.1350 hartree
Gap between HOMO and LUMO (alpha / beta): 7.28 / 7.28 eV

Geometry (Å):
S (-0.8672, 1.4010, 0.2812)
O (1.7059, -1.5859, 0.5075)
O (-0.6240, 2.1069, 1.5404)
O (-0.5706, -1.7715, 0.2521)
N (-0.4279, 2.3355, -0.8790)
C (0.6810, -1.1450, -0.0736)
H (0.6823, -1.0831, -1.1912)
H (0.4403, 0.0326, 0.2270)
H (-0.6016, 1.8973, -1.7752)
H (-0.4182, -2.1878, 1.1109)


CH4NO3S | wB97M-V/def2-TZVPD

Computed properties:
Energy relative to the best compared isomer or geometry (same formula, charge and spin): 104.50 kcal per mole
Total charge: -1
LUMO energy: 4.26 eV
HOMO: -0.1413 Ha
Energy: -719.0446 hartree
Gap between HOMO and LUMO: 8.10 eV

Geometry (Å):
S (0.9845, 0.1552, 0.3821)
O (0.6459, 1.1968, -0.5625)
O (-0.8168, -0.0728, 1.0770)
O (2.8085, -0.0588, 0.2044)
N (2.0791, -0.9570, -0.6018)
C (-1.7856, 0.3773, 0.1460)
H (-2.1829, -0.5269, -0.3171)
H (-2.6240, 0.9438, 0.6115)
H (-1.4133, 0.9257, -0.6753)
H (2.3046, -1.9832, -0.2643)


CH4NOP | wB97M-V/def2-TZVPD

Computed properties:
Energy relative to the best compared isomer or geometry (same formula, charge and spin): 21.44 kcal per mole
Total charge: 0
LUMO energy: 0.20 eV
HOMO: -0.3695 Ha
Energy: -511.8300 hartree
Gap between HOMO and LUMO: 10.26 eV
Structure (SMILES): C=N[PH2]=O

Geometry (Å):
P (-1.2312, -0.2919, 0.0849)
O (-2.0190, 0.9416, 0.0582)
N (0.3613, -0.0798, 0.5779)
C (1.2489, 0.6642, 0.1008)
H (2.1259, 0.8531, 0.7143)
H (1.2330, 1.1325, -0.8819)
H (-1.6362, -1.1889, 1.0561)
H (-1.2207, -1.0469, -1.0890)